1.
{"formula": "C26H62O10", "method": "ωB97M-V/def2-TZVPD", "orbital_gap_ev": 9.383, "total_energy_ha": -1780.09330, "fmax_ev_per_a": 3.34, "smiles": "C1CCOC1.C1CCOC1.C1CCOC1.C1CCOC1.C1CCOC1.CC(C)O.CC(C)O.O.O.O", "species": ["C", "C", "C", "O", "C", "H", "H", "H", "H", "H", "H", "H", "H", "C", "C", "C", "O", "C", "H", "H", "H", "H", "H", "H", "H", "H", "C", "C", "C", "O", "C", "H", "H", "H", "H", "H", "H", "H", "H", "C", "C", "C", "O", "C", "H", "H", "H", "H", "H", "H", "H", "H", "C", "C", "C", "O", "C", "H", "H", "H", "H", "H", "H", "H", "H", "C", "C", "C", "O", "H", "H", "H", "H", "H", "H", "H", "H", "C", "C", "C", "O", "H", "H", "H", "H", "H", "H", "H", "H", "O", "H", "H", "O", "H", "H", "O", "H", "H"], "xyz": [[0.1873, -0.8520, -0.1280], [0.1375, 0.5901, -0.3600], [-1.1114, 0.9372, -1.1141], [-1.5239, -0.3636, -1.5833], [-0.4902, -1.3353, -1.4516], [-0.4628, -1.0137, 0.7319], [1.2053, -1.1539, 0.1180], [1.0091, 0.9640, -0.8972], [0.0037, 1.0888, 0.5999], [-0.9997, 1.5873, -1.9818], [-1.8915, 1.3537, -0.4768], [0.1434, -1.2593, -2.3353], [-0.9813, -2.3068, -1.3964], [2.4837, 0.0877, 2.7886], [3.2985, 0.8830, 1.7195], [4.7605, 0.5138, 2.0776], [4.6064, -0.7778, 2.7426], [3.2718, -1.2202, 2.7670], [1.4271, 0.0236, 2.5283], [2.6090, 0.6133, 3.7352], [3.1744, 1.9471, 1.9201], [3.0969, 0.5202, 0.7116], [5.2054, 1.2552, 2.7413], [5.2481, 0.4053, 1.1088], [3.1323, -1.8421, 3.6512], [3.0899, -1.8947, 1.9304], [0.3057, -0.5443, -5.7718], [0.5283, -1.9683, -6.1846], [1.1352, -2.5798, -4.9250], [2.0255, -1.5715, -4.4102], [1.5663, -0.2805, -4.8946], [-0.5868, -0.4397, -5.1548], [0.2189, 0.1375, -6.6178], [1.2861, -2.1007, -6.9567], [-0.3608, -2.5211, -6.4879], [1.7466, -3.4314, -5.2236], [0.4089, -2.8962, -4.1764], [2.4517, 0.1422, -5.3695], [1.2357, 0.2918, -4.0278], [0.2374, -1.7746, 5.4870], [-0.6406, -1.8709, 4.1889], [-0.2874, -3.3482, 3.6708], [-0.1850, -4.0696, 4.9128], [0.5356, -3.2517, 5.8236], [-0.3000, -1.2325, 6.2651], [1.1880, -1.2617, 5.3405], [-0.3216, -1.1587, 3.4279], [-1.6904, -1.6302, 4.3567], [0.7025, -3.3158, 3.2157], [-0.9878, -3.9285, 3.0701], [1.5511, -3.5364, 5.5483], [0.3446, -3.4615, 6.8760], [-5.0834, -2.8949, 1.0582], [-4.5450, -1.7661, 0.2441], [-3.1639, -1.6514, 0.9156], [-3.3439, -1.8339, 2.2938], [-4.5774, -2.5342, 2.4447], [-4.6972, -3.8680, 0.7546], [-6.1682, -2.9930, 1.0175], [-5.1438, -0.8618, 0.3521], [-4.4042, -1.9755, -0.8162], [-2.8081, -0.6313, 0.7716], [-2.4637, -2.4285, 0.6091], [-5.3630, -1.9383, 2.9094], [-4.2864, -3.4096, 3.0254], [-3.6255, 1.6067, 2.3268], [-2.3471, 1.5056, 3.1222], [-1.3299, 2.5272, 2.6808], [-2.7429, 1.7501, 4.4682], [-4.3844, 0.8810, 2.6193], [-3.3514, 1.2944, 1.3191], [-4.0059, 2.6249, 2.2465], [-1.9664, 0.4858, 3.0659], [-0.3702, 2.2439, 3.1128], [-1.6177, 3.5176, 3.0334], [-1.2163, 2.5351, 1.5968], [-3.3062, 1.0236, 4.7444], [4.5627, 4.5854, -2.6151], [5.0470, 3.1517, -2.6329], [3.9515, 2.1522, -2.5763], [5.7902, 2.9790, -3.7884], [3.9807, 4.8161, -1.7229], [3.8569, 4.9109, -3.3794], [5.4068, 5.2708, -2.6918], [5.6391, 2.9000, -1.7530], [3.2634, 2.2548, -3.4154], [3.3033, 2.2559, -1.7062], [4.3371, 1.1351, -2.6462], [5.2586, 3.2954, -4.5225], [-2.9884, 3.5784, -2.7193], [-2.4852, 4.0942, -2.0892], [-3.8334, 3.4363, -2.2926], [-0.3154, 3.7137, -4.1070], [0.0563, 4.4119, -3.5678], [-1.2134, 3.6179, -3.7899], [-3.3647, -1.3455, -3.4573], [-3.8349, -0.5981, -3.8268], [-2.8428, -0.9732, -2.7465]], "mulliken_charge": [0.76, 0.72, -0.13, -0.39, -0.56, -0.66, 0.31, -0.28, -0.23, 0.16, -0.23, -0.20, 0.53, 0.46, -0.41, -0.62, -0.49, -0.21, -0.71, 0.45, 0.48, -0.02, 0.34, 0.31, 0.15, 0.28, -0.39, -0.57, -0.36, -0.46, 0.01, 0.08, 0.38, 0.26, 0.37, 0.35, 0.19, 0.32, -0.13, -0.59, 1.25, -0.34, -0.50, -0.54, 0.40, 0.06, -0.92, 0.14, 0.23, 0.26, 0.32, 0.31, -0.75, -0.41, 1.10, -0.28, -0.59, 0.25, 0.41, 0.26, 0.35, -1.00, 0.00, 0.30, 0.28, -1.07, 2.06, -1.47, -0.65, 0.28, 0.04, 0.37, -0.79, 0.26, 0.49, 0.20, 0.37, -1.37, 0.23, -0.93, -0.56, 0.37, 0.36, 0.35, 0.31, 0.27, 0.21, 0.38, 0.38, -0.66, 0.30, 0.29, -0.58, 0.29, 0.32, -0.67, 0.30, 0.46]}

2.
{"formula": "C9H10IN3O", "method": "ωB97M-V/def2-TZVPD", "orbital_gap_ev": [8.096, 6.699], "total_energy_ha": -886.02708, "fmax_ev_per_a": 4.59, "species": ["C", "C", "C", "C", "C", "C", "C", "C", "C", "N", "N", "N", "O", "I", "H", "H", "H", "H", "H", "H", "H", "H", "H", "H"], "xyz": [[-1.1538, -2.9079, -0.0025], [-1.6544, -1.6711, -0.3035], [0.2481, -3.0617, 0.1447], [-0.8172, -0.6144, -0.3152], [0.5652, -0.8071, -0.2260], [-0.4729, 1.6974, -0.9267], [1.3683, 0.2831, -0.3089], [-0.6070, 0.4922, 2.6968], [1.7524, 2.5633, -1.1693], [1.0712, -2.0353, 0.1857], [-1.3350, 0.6074, -0.6129], [0.8985, 1.4861, -0.7895], [-0.9626, 2.7583, -1.2891], [3.5465, -0.2263, -0.3508], [-1.7224, -3.8304, 0.0922], [-2.7920, -1.6074, -0.4245], [0.6722, -4.0003, 0.3380], [-1.3047, 0.4954, 1.9373], [0.3754, 0.4216, 2.5019], [-1.1071, 0.3612, 3.6953], [2.3991, 2.4197, -2.0578], [1.1317, 3.3366, -1.4755], [2.2089, 3.0669, -0.3623], [-2.3082, 0.7727, -0.9775]], "nbo_charge": [-0.25, -0.22, 0.04, 0.14, -0.02, 0.80, 0.13, -0.48, -0.43, -0.40, -0.60, -0.47, -0.62, 0.14, 0.22, 0.22, 0.19, 0.15, 0.16, 0.17, 0.22, 0.25, 0.21, 0.44]}

3.
{"formula": "C4H14N2O", "method": "ωB97M-V/def2-TZVPD", "de_lowest_ev": 3.539, "orbital_gap_ev": 9.915, "total_energy_ha": -345.44614, "fmax_ev_per_a": 4.71, "smiles": "CNCCCN.O", "species": ["C", "N", "C", "C", "C", "N", "H", "H", "H", "H", "H", "H", "H", "H", "H", "H", "H", "H", "O", "H", "H"], "xyz": [[2.8413, 1.3581, 0.2421], [1.8017, 0.3277, -0.0409], [0.5955, 0.3945, 0.7713], [-0.2179, -0.9162, 0.8485], [-0.6635, -1.3519, -0.5355], [-0.8704, -0.1945, -1.4694], [2.6157, 1.5848, 1.3035], [2.7085, 2.2810, -0.4569], [4.0166, 1.1919, 0.2595], [2.2400, -0.5820, 0.3087], [-0.0539, 1.2093, 0.6714], [0.6925, 0.2566, 1.9873], [0.6634, -1.6032, 1.1741], [-0.8974, -0.7545, 1.6395], [0.1693, -1.8909, -0.8945], [-1.6457, -1.8199, -0.4332], [-1.4595, -0.7319, -2.1845], [-0.0917, 0.0364, -2.0945], [-3.1057, 0.2777, 0.2400], [-2.3054, 0.0266, -0.2474], [-3.6575, 0.7346, -0.3392]], "nbo_charge": [-0.44, -0.64, -0.21, -0.40, -0.27, -0.87, 0.18, 0.20, 0.21, 0.34, 0.21, 0.15, 0.18, 0.23, 0.20, 0.21, 0.35, 0.39, -0.97, 0.49, 0.46]}

4.
{"formula": "C46H83BrFN3O9S", "method": "ωB97M-V/def2-TZVPD", "spin_multiplicity": 3, "orbital_gap_ev": [8.770, 8.643], "total_energy_ha": -5715.48754, "fmax_ev_per_a": 6.25, "species": ["C", "C", "C", "C", "C", "C", "C", "C", "O", "C", "C", "C", "C", "C", "C", "C", "C", "C", "S", "O", "O", "F", "C", "O", "C", "C", "C", "C", "Br", "O", "C", "C", "C", "O", "N", "C", "C", "C", "O", "H", "H", "H", "H", "H", "H", "H", "H", "H", "H", "H", "H", "H", "H", "H", "H", "H", "H", "H", "H", "H", "H", "H", "H", "H", "H", "H", "H", "H", "H", "H", "H", "H", "H", "H", "H", "H", "H", "H", "H", "H", "H", "H", "H", "H", "H", "H", "C", "C", "C", "C", "C", "C", "N", "O", "C", "C", "C", "H", "H", "H", "H", "H", "H", "H", "H", "H", "H", "H", "H", "H", "H", "H", "H", "H", "H", "C", "C", "C", "C", "C", "C", "N", "O", "C", "C", "C", "H", "H", "H", "H", "H", "H", "H", "H", "H", "H", "H", "H", "H", "H", "H", "H", "H", "H"], "xyz": [[8.6641, 7.0916, 1.9705], [7.9539, 5.7553, 1.4226], [6.6364, 5.4584, 2.3098], [5.9508, 4.0597, 1.8850], [5.2171, 4.3049, 0.4758], [5.1462, 2.9765, -0.4219], [3.8631, 2.7845, -1.3395], [2.4317, 2.9089, -0.6274], [2.5985, 2.6843, 0.7871], [2.0449, 1.4638, 1.2834], [2.6329, 0.0720, 0.8432], [4.1633, -0.2467, 0.9004], [4.9103, -0.4708, -0.4732], [6.4192, -0.8171, -0.5784], [7.3005, -1.0017, 0.6897], [8.8437, -1.3964, 0.7023], [6.5976, -0.8226, 2.0579], [5.0734, -0.4588, 2.1289], [1.7317, 1.6401, 3.1419], [1.7042, 3.0760, 3.5830], [2.7395, 0.9363, 3.9881], [0.2637, 0.8304, 3.4291], [1.4951, 4.1068, -1.1250], [0.0947, 3.9967, -0.8260], [-0.3253, 4.0833, 0.5199], [-1.9019, 3.6470, 0.4619], [-2.4810, 3.0325, 1.8032], [-1.8661, 3.5598, 3.1745], [-2.4706, 1.0220, 1.6263], [-0.3708, 5.4047, 1.1211], [0.7429, 5.6391, 2.0157], [1.1739, 7.1651, 2.1966], [1.6605, 7.3161, 3.7524], [2.3591, 7.5317, 1.4052], [1.9202, 5.5099, -0.9196], [3.0682, 5.9405, -1.8153], [0.8620, 6.4292, -1.4968], [0.2584, 6.2631, -2.9780], [0.4383, 7.4381, -0.8583], [8.0902, 7.9905, 1.5429], [8.6801, 7.1220, 3.1127], [9.7125, 7.1277, 1.5216], [7.7118, 5.9422, 0.3142], [8.6916, 4.8728, 1.4420], [5.9018, 6.3289, 2.2391], [6.9781, 5.3294, 3.4002], [5.1512, 3.7098, 2.6358], [6.7284, 3.2238, 1.7007], [4.1574, 4.7540, 0.6085], [5.7915, 5.0957, -0.1438], [6.0527, 3.0360, -1.1440], [5.3964, 2.1013, 0.2767], [3.9985, 3.4685, -2.2624], [3.9531, 1.7286, -1.8099], [1.8506, 1.9709, -1.0022], [0.9500, 1.4580, 0.8793], [2.2754, -0.1271, -0.2409], [2.0843, -0.7440, 1.4602], [4.3508, -0.3847, -1.4745], [6.9521, -0.9755, -1.5857], [9.2490, -1.7846, -0.2899], [9.4430, -0.4559, 0.9892], [9.0930, -2.1729, 1.5221], [7.1774, -0.9722, 3.0418], [4.6339, -0.3828, 3.1700], [1.5215, 3.9640, -2.2864], [0.1454, 3.4020, 1.2969], [-2.4805, 4.6252, 0.2419], [-2.0504, 2.9849, -0.4541], [-3.6062, 3.2984, 1.8338], [-2.6168, 3.3086, 4.0180], [-1.7706, 4.6970, 3.1508], [-0.8748, 3.0971, 3.4859], [1.6772, 5.0090, 1.7494], [0.4213, 5.2631, 3.0619], [0.3228, 7.9077, 2.0446], [0.8932, 7.8671, 4.3917], [2.6591, 7.9002, 3.7635], [1.9247, 6.2833, 4.1976], [2.2927, 8.5062, 1.2508], [2.9080, 7.0281, -2.1837], [3.1068, 5.3236, -2.7972], [4.0725, 5.9613, -1.2821], [1.0891, 6.4176, -3.7441], [-0.5203, 7.0955, -3.1574], [-0.2683, 5.2542, -3.1135], [0.1747, -4.0912, 1.4373], [-1.3063, -3.6608, 1.6134], [-2.0990, -4.7875, 2.3145], [-2.3921, -5.9803, 1.4100], [-3.0514, -5.5328, 0.1101], [-2.2669, -4.4224, -0.6181], [-1.8866, -3.2935, 0.2824], [-3.0156, -2.5509, 0.5049], [-0.9990, -5.0286, -1.2683], [-3.1042, -3.9525, -1.8359], [-1.2290, -2.4534, 2.5804], [0.7804, -3.8273, 2.3094], [0.2939, -5.1688, 1.3143], [0.6385, -3.5906, 0.5822], [-3.0539, -4.3943, 2.6839], [-1.5526, -5.1358, 3.1978], [-1.4745, -6.5379, 1.1980], [-3.0555, -6.6774, 1.9315], [-3.1739, -6.4009, -0.5445], [-4.0645, -5.1813, 0.3403], [-0.3752, -4.2474, -1.7137], [-1.2672, -5.7239, -2.0688], [-0.3844, -5.6035, -0.5778], [-4.1007, -3.6034, -1.5505], [-3.2584, -4.7729, -2.5434], [-2.5990, -3.1444, -2.3735], [-0.6714, -1.6227, 2.1358], [-0.7223, -2.7317, 3.5092], [-2.2157, -2.0854, 2.8742], [-9.3367, -7.4832, -2.5171], [-8.0232, -6.8981, -1.9327], [-8.1892, -5.3811, -1.6894], [-8.1706, -4.5533, -2.9709], [-6.9383, -4.8735, -3.8110], [-6.7643, -6.3827, -4.0832], [-6.8829, -7.2122, -2.8480], [-5.7309, -7.0607, -2.1399], [-7.8097, -6.8421, -5.1293], [-5.4116, -6.5944, -4.8113], [-7.8850, -7.5952, -0.5541], [-10.0281, -7.7947, -1.7287], [-9.8904, -6.7652, -3.1241], [-9.1443, -8.3740, -3.1218], [-7.3854, -5.0201, -1.0362], [-9.1249, -5.1879, -1.1535], [-9.0817, -4.7228, -3.5530], [-8.1688, -3.4889, -2.7157], [-6.9973, -4.3237, -4.7552], [-6.0548, -4.4862, -3.2890], [-7.7703, -7.9261, -5.2727], [-7.6157, -6.3800, -6.1014], [-8.8324, -6.5685, -4.8763], [-4.5636, -6.1998, -4.2444], [-5.4021, -6.0777, -5.7755], [-5.2300, -7.6558, -5.0048], [-7.7680, -8.6771, -0.6700], [-8.7748, -7.4217, 0.0581], [-7.0395, -7.2185, 0.0278]], "mulliken_charge": [-1.07, -0.27, -0.61, -0.43, 0.89, -0.21, -0.58, -0.40, 0.05, 0.05, -1.09, 0.30, -0.34, -0.86, 0.71, -1.14, -0.72, -0.06, 1.36, -0.56, -0.68, -0.26, -0.98, -0.47, 2.11, -1.53, 0.17, -0.98, -0.23, -0.49, 0.39, -0.12, -1.13, -0.44, 1.04, -0.82, 0.46, -1.09, -0.55, 0.26, 0.30, 0.33, 0.19, 0.26, 0.16, 0.40, 0.09, 0.32, -0.71, 0.10, 0.36, -0.38, 0.43, 0.26, 0.32, 0.44, 0.35, 0.49, 0.38, 0.25, 0.33, 0.25, 0.30, 0.27, 0.33, 0.33, -0.93, 0.28, 0.42, 0.45, 0.42, 0.17, 0.18, -0.21, 0.37, 0.37, 0.28, 0.32, 0.24, 0.29, 0.47, 0.33, -0.13, 0.27, 0.38, 0.19, -1.92, 2.23, -1.37, -0.77, -0.96, 1.65, 0.37, -0.53, -1.81, -1.74, -1.74, 0.49, 0.31, 0.34, 0.44, 0.35, 0.35, 0.39, 0.35, 0.31, 0.36, 0.44, 0.31, 0.39, 0.21, 0.51, 0.19, 0.45, 0.34, -1.84, 1.92, -1.18, -0.56, -0.73, 1.71, 0.19, -0.43, -1.80, -1.48, -1.80, 0.48, 0.30, 0.34, 0.30, 0.34, 0.31, 0.41, 0.43, -0.11, 0.37, 0.43, 0.33, 0.07, 0.41, 0.46, 0.46, 0.46, 0.26]}